Here is a molecular structure, C37H25N6OS3Tl from OMol25. Energies are from ωB97M-V/def2-TZVPD.

Positions of all 73 atoms, in Å:
1 H -1.329 1.334 4.511
2 C 0.432 -5.006 -1.229
3 C 3.124 -1.248 -1.548
4 C 0.704 -6.439 0.675
5 C 0.169 2.925 -2.511
6 H 4.634 -1.499 -3.043
7 C 3.765 -0.454 0.516
8 C 4.417 -1.192 -2.029
9 H -4.743 -0.173 0.923
10 C 2.489 0.591 4.406
11 H -2.832 3.847 -0.553
12 H -0.983 4.741 -2.390
13 H -5.197 3.543 -1.251
14 H 6.449 -0.713 -1.504
15 H 0.432 -4.872 -2.303
16 H -4.165 -0.186 -3.098
17 Tl 0.536 -0.896 0.619
18 S -0.128 -2.801 2.157
19 S -0.512 2.259 -0.998
20 C -2.545 0.882 -2.202
21 N 2.811 -0.886 -0.302
22 C 5.095 -0.388 0.120
23 S -0.233 -2.400 -1.229
24 N 1.181 -8.754 1.741
25 C -2.196 2.030 -1.503
26 C 0.462 -5.356 1.499
27 C -4.014 0.531 1.305
28 C 1.905 0.982 5.565
29 H 0.040 1.539 6.509
30 O 0.075 0.868 -0.917
31 H 1.419 1.219 -2.822
32 H 0.003 5.676 -4.453
33 N -0.388 0.613 2.072
34 C -2.696 0.124 1.468
35 C -3.452 2.710 2.127
36 N 1.200 -8.214 -2.342
37 C 0.179 -4.081 0.993
38 C 5.420 -0.757 -1.169
39 C 0.973 -7.731 1.260
40 N 2.225 0.058 2.036
41 C 0.315 4.702 -4.100
42 H -1.794 0.135 -2.430
43 C 0.152 -3.909 -0.409
44 C -0.237 4.180 -2.942
45 C 0.694 -6.261 -0.713
46 H -5.853 1.526 -2.514
47 H -5.434 2.130 1.527
48 N 3.461 -0.029 1.839
49 H 1.697 4.386 -5.711
50 C 0.969 -7.355 -1.614
51 H 5.832 -0.045 0.833
52 C 1.121 2.190 -3.195
53 C -4.403 1.820 1.644
54 H 3.544 0.357 4.346
55 C -4.451 2.808 -1.526
56 H -3.739 3.722 2.388
57 H 0.485 -5.497 2.571
58 H -1.383 3.014 2.634
59 H -2.401 -0.892 1.228
60 C 1.268 3.974 -4.807
61 C 0.507 1.250 5.575
62 C -4.818 1.671 -2.230
63 C -0.267 1.139 4.464
64 H 2.300 -1.616 -2.149
65 H 2.481 1.070 6.476
66 C -1.740 1.010 1.964
67 C -3.128 2.988 -1.143
68 C 1.712 0.458 3.226
69 C 1.670 2.727 -4.355
70 C -2.129 2.316 2.272
71 H 2.414 2.163 -4.904
72 C 0.300 0.736 3.209
73 C -3.869 0.706 -2.562

Computed properties:
ΔE to the lowest compared entry with this formula, charge and spin in kJ/mol: 6.87
E_HOMO in hartree: -0.27569
Kohn-Sham gap in hartree: 0.226
Spin multiplicity: 1
Calculated total energy in Eh: -3195.74903